# 1
Here is a 3-piece molecular cluster, C17H32BN2O6 overall in a non-equilibrium geometry from the Open Molecules 2025 dataset. Energies are from ωB97M-V/def2-TZVPD.

Last column: natural (NBO) charge in e.
Positions of all 58 atoms, in Å:
1 C -0.95578 -1.87418 -0.37836  -0.05
2 C -0.49630 -1.13450 -1.18053  0.02
3 N 0.03889 -0.24370 -2.14101  -0.09
4 C -0.96846 -0.22762 -3.26081  -0.24
5 C -2.41312 0.05416 -2.79658  -0.64
6 C 0.20493 1.07382 -1.39129  -0.59
7 B 0.04079 2.42385 -2.21995  1.19
8 O -0.39654 3.52729 -1.51403  -0.90
9 O 0.31978 2.56116 -3.55509  -0.94
10 N 1.34762 -0.76595 -2.47375  -0.43
11 C 1.91858 -0.19888 -3.71483  0.71
12 C 1.67048 -0.76744 -5.07746  -0.76
13 O 2.63297 0.73257 -3.58729  -0.47
14 C 1.45820 -2.23843 -2.42488  0.72
15 C 2.37458 -2.75670 -1.35244  -0.71
16 O 0.93141 -2.96663 -3.19323  -0.48
17 H -1.33782 -2.62751 0.24787  0.29
18 H -0.69324 0.40663 -4.09245  0.26
19 H -0.98115 -1.23880 -3.64442  0.25
20 H -2.82093 0.74659 -3.52246  0.25
21 H -2.99637 -0.85041 -2.83826  0.24
22 H -2.45986 0.56063 -1.84135  0.23
23 H -0.50102 1.09429 -0.57446  0.27
24 H 1.17724 1.04568 -0.91560  0.29
25 H 0.30363 3.77464 -0.89790  0.51
26 H 1.23178 2.84330 -3.68291  0.53
27 H 0.91533 -1.54234 -5.10662  0.24
28 H 2.56973 -1.20862 -5.48782  0.27
29 H 1.36190 -0.00050 -5.77456  0.27
30 H 2.20143 -3.80250 -1.17343  0.26
31 H 3.40253 -2.54539 -1.62556  0.26
32 H 2.19284 -2.15101 -0.46985  0.24
33 C -0.69163 -2.92993 4.57626  -0.43
34 C 0.58611 -3.67291 4.20286  -0.43
35 C 0.31292 -4.06084 2.75863  -0.07
36 O -0.53377 -3.03386 2.21330  -0.58
37 C -1.02186 -2.20476 3.28206  -0.07
38 H -0.57511 -2.25309 5.42026  0.23
39 H -1.48094 -3.64464 4.81837  0.21
40 H 1.44007 -2.99375 4.25485  0.21
41 H 0.79600 -4.53163 4.83703  0.23
42 H -0.22233 -5.01276 2.69625  0.18
43 H 1.22258 -4.13477 2.16141  0.18
44 H -0.50827 -1.23872 3.22589  0.17
45 H -2.09196 -2.03748 3.15203  0.19
46 C -1.70889 3.77026 2.78921  -0.43
47 C -0.75538 4.89041 2.39059  -0.43
48 C 0.59039 4.32034 2.81594  -0.07
49 O 0.48863 2.89443 2.68139  -0.54
50 C -0.87905 2.53398 2.48172  -0.06
51 H -2.65725 3.78936 2.25466  0.22
52 H -1.91956 3.82217 3.85918  0.21
53 H -0.77986 5.03114 1.30634  0.19
54 H -0.97829 5.84579 2.86099  0.23
55 H 0.80799 4.54973 3.86279  0.18
56 H 1.41721 4.68369 2.20444  0.18
57 H -1.00057 2.22712 1.43322  0.14
58 H -1.13124 1.68718 3.12161  0.19

**Calculated total energy**: -34079.9329 eV
**HOMO energy**: -0.4375 Ha
**Total charge**: +1
**LUMO level**: -3.3 eV
**Energy relative to the best compared isomer or geometry (same formula, charge and spin)**: 312.5 kJ/mol


# 2
Here is a 2-piece molecular cluster, C17H32ClIN3O2S overall from the Open Molecules 2025 dataset. Energies are from ωB97M-V/def2-TZVPD.

Last column: natural (NBO) charge in e.
Positions of all 57 atoms, in Å:
1 C -0.64741 -4.01445 0.85984  -0.61
2 C 0.45330 -5.03575 0.56089  -0.42
3 C 1.82997 -4.37257 0.63868  -0.22
4 Cl 3.15976 -5.56759 0.58170  -0.01
5 C 2.01348 -3.33016 -0.44265  0.24
6 C 2.05762 -3.71206 -1.79589  0.16
7 N 1.87545 -5.05450 -2.18171  -0.80
8 C 2.23917 -2.73893 -2.77305  -0.14
9 C 2.34829 -1.41394 -2.41338  -0.19
10 C 2.30246 -1.06115 -1.07329  0.08
11 S 2.53592 0.65138 -0.66131  0.04
12 N 2.13744 -2.01275 -0.12379  -0.27
13 C 2.15282 -1.61438 1.30453  -0.22
14 C 3.56099 -1.83374 1.86158  -0.45
15 C 3.67931 -1.35115 3.28777  -0.51
16 I 5.58837 -1.97269 4.06356  0.11
17 H -0.75599 -3.32896 0.02320  0.20
18 H -0.43264 -3.44826 1.76327  0.20
19 H -1.59734 -4.51226 1.00677  0.24
20 H 0.27718 -5.43015 -0.43171  0.24
21 H 0.41946 -5.86642 1.25752  0.24
22 H 1.90728 -3.95321 1.62878  0.23
23 H 2.68137 -5.62738 -1.95838  0.41
24 H 1.75798 -5.10090 -3.18679  0.38
25 H 2.28626 -3.03970 -3.80656  0.24
26 H 2.49907 -0.64896 -3.15217  0.26
27 H 1.24365 0.95507 -0.40506  0.19
28 H 1.41854 -2.20376 1.83156  0.22
29 H 1.85172 -0.58255 1.39869  0.25
30 H 3.78819 -2.89645 1.82848  0.22
31 H 4.26367 -1.32243 1.20961  0.23
32 H 2.94785 -1.79591 3.95063  0.22
33 H 3.65642 -0.27410 3.37700  0.23
34 C -5.10306 4.44129 -1.89814  -0.25
35 O -3.93276 5.18012 -1.59742  -0.56
36 C -3.92075 5.73523 -0.28672  -0.07
37 C -2.81035 5.11783 0.53360  -0.24
38 N -3.09856 3.71724 0.82635  -0.62
39 C -1.99120 2.99001 1.43006  -0.25
40 C -0.74042 2.77825 0.58359  -0.08
41 O -0.94004 1.92875 -0.54068  -0.57
42 C -1.37238 2.58868 -1.72526  -0.25
43 H -5.03782 4.13592 -2.94089  0.19
44 H -5.18826 3.54463 -1.27398  0.16
45 H -5.99984 5.05313 -1.76950  0.18
46 H -4.88775 5.60690 0.20593  0.18
47 H -3.73207 6.80778 -0.38371  0.19
48 H -2.70866 5.66502 1.47445  0.20
49 H -1.87640 5.23736 -0.03313  0.16
50 H -3.36155 3.25507 -0.03449  0.35
51 H -2.36848 2.00407 1.71507  0.20
52 H -1.70196 3.49583 2.35602  0.20
53 H -0.00480 2.27029 1.21844  0.17
54 H -0.28087 3.72190 0.27041  0.17
55 H -0.97540 3.60327 -1.79128  0.18
56 H -2.46124 2.61833 -1.79116  0.18
57 H -1.00499 2.01388 -2.57586  0.18

**Calculated total energy**: -58164.6241 eV
**HOMO energy**: -0.3958 Ha
**Total charge**: +1
**LUMO level**: -4.1 eV


# 3
Here is C17H32N2O5PPd as an isolated structure from the Open Molecules 2025 dataset. Energies are from ωB97M-V/def2-TZVPD.

Last column: natural (NBO) charge in e.
Positions of all 58 atoms, in Å:
1 Pd -0.22200 -0.64247 0.22094  0.74
2 C 1.96440 1.05946 1.63218  -0.42
3 N 1.36221 -0.27147 1.76645  -0.42
4 C 2.40139 -1.30485 1.76390  -0.42
5 C 0.56545 -0.32231 3.01225  -0.26
6 C -0.69021 0.49829 2.86635  -0.15
7 C -1.22276 1.21351 3.93212  -0.20
8 C -2.40741 1.92138 3.77186  -0.21
9 C -3.05550 1.91678 2.54465  -0.21
10 C -2.51581 1.20977 1.47191  -0.31
11 C -1.33951 0.50075 1.63528  -0.15
12 H 2.63945 1.25481 2.47332  0.20
13 H 1.18062 1.81421 1.62395  0.23
14 H 2.53394 1.11442 0.71144  0.21
15 H 3.10181 -1.15283 2.59286  0.20
16 H 2.95464 -1.26328 0.82638  0.21
17 H 1.94006 -2.28527 1.86783  0.22
18 H 1.17428 0.03060 3.85350  0.20
19 H 0.31066 -1.36780 3.19549  0.23
20 H -0.71234 1.21979 4.88879  0.21
21 H -2.82104 2.47724 4.60235  0.22
22 H -3.98134 2.46299 2.41594  0.22
23 H -3.03241 1.21204 0.51791  0.22
24 C 3.11884 1.02732 -3.47123  -0.63
25 C 2.53919 0.95128 -2.07710  -0.06
26 O 1.24922 1.59298 -2.03633  -0.84
27 P -0.06517 0.82684 -1.54937  1.83
28 O -1.11475 2.00733 -1.62433  -0.83
29 C -0.93792 3.22071 -0.84385  -0.06
30 C -0.53149 4.36035 -1.74796  -0.63
31 O -0.53191 -0.15222 -2.70208  -0.85
32 C -1.06181 0.05592 -4.03304  -0.06
33 C -0.03661 -0.30239 -5.08191  -0.63
34 H 4.12668 0.61178 -3.46114  0.23
35 H 3.17227 2.06173 -3.80783  0.22
36 H 2.51866 0.45521 -4.17533  0.21
37 H 3.18314 1.47813 -1.37383  0.19
38 H 2.45023 -0.09432 -1.76112  0.18
39 H -0.19726 3.04537 -0.05989  0.18
40 H -1.89725 3.40898 -0.36746  0.20
41 H 0.42972 4.15765 -2.21784  0.22
42 H -0.45212 5.27472 -1.15940  0.23
43 H -1.28048 4.51248 -2.52423  0.22
44 H -1.38606 1.09229 -4.13028  0.19
45 H -1.93511 -0.58984 -4.09827  0.20
46 H 0.79860 0.39552 -5.06409  0.21
47 H -0.50005 -0.25023 -6.06727  0.23
48 H 0.33629 -1.31458 -4.92782  0.22
49 N -1.30359 -5.97175 2.19460  -0.86
50 C -1.60058 -5.05719 1.09948  -0.35
51 C -0.85216 -3.75348 1.30520  0.81
52 O -0.26914 -3.63374 2.47889  -0.67
53 O -0.81051 -2.88207 0.46074  -0.66
54 H -2.13339 -6.40273 2.57553  0.39
55 H -0.47574 -4.48416 2.94725  0.52
56 H -0.66484 -6.70545 1.91906  0.39
57 H -2.66042 -4.79893 1.08604  0.24
58 H -1.35307 -5.43923 0.10855  0.23

**Multiplicity**: 3
**Calculated total energy**: -44129.7890 eV
**HOMO energy (alpha / beta)**: -0.3709 / -0.4106 Ha
**Total charge**: +1
**LUMO level (alpha / beta)**: -1.9 / -3.8 eV
**Energy relative to the best compared isomer or geometry (same formula, charge and spin)**: 1.5 kJ/mol


> The highest calculated total energy belongs to which entry?

C17H32BN2O6